{
  "formula": "C20H46I2MoN2O6P2",
  "method": "ωB97M-V with the def2-TZVPD basis set",
  "largest_force_ev_per_a": 1.84,
  "spin_multiplicity": 3,
  "homo_energy_ev": [-21.37, -21.64],
  "orbital_gap_ev": [7.2, 8.1],
  "total_charge": 4,
  "s2": 2.028,
  "elements": ["Mo", "C", "C", "C", "O", "P", "O", "C", "P", "O", "O", "C", "C", "C", "O", "C", "C", "C", "O", "C", "C", "C", "H", "H", "H", "H", "H", "H", "H", "H", "H", "H", "H", "H", "H", "H", "H", "H", "H", "H", "H", "H", "H", "H", "H", "H", "H", "H", "H", "H", "H", "H", "I", "C", "I", "H", "H", "C", "C", "N", "C", "C", "C", "C", "N", "H", "H", "H", "H", "H", "H", "H", "H", "H", "H", "H", "H", "H", "H"],
  "xyz": [[-0.710973, -0.517033, 0.195582], [-4.955757, 4.084440, 1.104924], [-3.517735, 4.514300, 0.925144], [-3.256816, 5.261497, -0.358890], [-2.597255, 3.295072, 0.993899], [-2.578993, 1.934017, 0.329844], [-1.131208, 1.375733, 0.457112], [-2.977047, 1.880511, -1.436010], [-2.450189, 0.326474, -2.246279], [-1.054364, -0.087053, -1.697437], [-2.538268, 0.459549, -3.759273], [-1.947656, 1.480854, -4.729833], [-2.459859, 1.086935, -6.089170], [-0.441849, 1.478161, -4.602749], [-3.386944, -0.821580, -1.785991], [-4.766144, -1.010087, -2.396603], [-4.674585, -2.066482, -3.469277], [-5.690753, -1.362871, -1.256308], [-3.491802, 0.851991, 1.023544], [-3.859449, 0.958148, 2.486944], [-2.795635, 0.292696, 3.336393], [-5.225656, 0.336470, 2.634677], [-5.598394, 4.951592, 0.957398], [-5.153328, 3.703741, 2.106466], [-5.235487, 3.328540, 0.363299], [-3.158534, 5.084948, 1.777613], [-3.686907, 4.749802, -1.223358], [-2.192934, 5.440638, -0.514514], [-3.738519, 6.236311, -0.280142], [-2.455861, 2.720974, -1.908401], [-4.050630, 1.999864, -1.608044], [-2.368853, 2.443789, -4.433960], [-2.060848, 0.121541, -6.400117], [-2.142368, 1.840579, -6.809791], [-3.548247, 1.042381, -6.107336], [-0.032476, 0.519707, -4.923841], [-0.125134, 1.682803, -3.577345], [-0.027676, 2.252866, -5.246548], [-5.047209, -0.052693, -2.840912], [-4.472685, -3.047263, -3.037246], [-3.903968, -1.827901, -4.201171], [-5.630843, -2.116572, -3.990880], [-5.484422, -2.372302, -0.894221], [-6.720819, -1.343927, -1.612386], [-5.599676, -0.649876, -0.434898], [-3.896466, 2.018880, 2.723270], [-2.816548, -0.797030, 3.243832], [-2.995309, 0.521268, 4.384303], [-1.799193, 0.684056, 3.116271], [-5.196475, -0.735005, 2.429436], [-5.947372, 0.807044, 1.968221], [-5.571347, 0.476230, 3.659406], [1.790250, -2.111607, -0.582846], [2.894660, -0.863066, 0.760808], [1.444362, 0.222909, 1.952957], [3.491929, -0.143640, 0.209513], [3.500278, -1.482096, 1.416570], [-4.279053, -5.712329, -0.640216], [-3.111192, -5.550900, 0.332093], [-2.897021, -4.132843, 0.713257], [-3.732332, -3.673577, 1.839309], [-3.026764, -3.838929, 3.185349], [-2.026961, -3.380591, 0.116569], [-1.263660, -3.877294, -1.065105], [-1.801898, -2.087425, 0.561900], [-4.405766, -6.772727, -0.855458], [-4.100230, -5.203626, -1.587841], [-5.214582, -5.350099, -0.213587], [-2.196345, -5.969883, -0.077147], [-3.333627, -6.085165, 1.254473], [-4.631889, -4.285553, 1.830933], [-4.056573, -2.644151, 1.662353], [-2.860083, -4.892271, 3.408847], [-3.656589, -3.438200, 3.978669], [-2.058116, -3.334885, 3.209137], [-0.379677, -4.443615, -0.756811], [-0.954587, -3.038777, -1.687482], [-1.868355, -4.544039, -1.674565], [-2.528215, -1.839784, 1.241922]],
  "atomic_forces_ev_per_a": [[1.48, -0.76, -0.80], [0.23, -0.18, 0.10], [-0.41, 0.60, -0.11], [0.16, -0.17, 0.05], [0.10, -0.37, -0.27], [-0.79, -0.21, 0.24], [-0.13, -0.21, 0.37], [0.38, -0.27, 0.12], [-0.86, -0.04, -0.30], [0.17, -0.23, 0.53], [0.24, 0.01, 0.46], [0.29, 0.36, -0.55], [-0.13, -0.12, 0.10], [-0.19, -0.22, 0.15], [0.04, 0.24, -0.19], [-0.35, -0.17, -0.06], [0.13, 0.09, 0.03], [0.12, 0.08, -0.01], [0.21, 0.57, -0.26], [-0.20, -0.18, 0.40], [-0.04, 0.10, -0.16], [0.05, 0.11, -0.11], [-0.01, 0.01, -0.03], [-0.01, 0.00, -0.03], [-0.08, 0.08, -0.02], [0.04, -0.08, 0.02], [-0.02, 0.04, 0.00], [-0.01, 0.00, 0.01], [-0.03, 0.00, -0.02], [0.00, -0.01, -0.01], [0.00, 0.03, 0.06], [-0.09, -0.11, 0.16], [0.05, 0.02, 0.01], [0.02, 0.01, 0.00], [0.01, 0.05, -0.01], [0.02, 0.01, 0.02], [0.09, 0.07, -0.03], [-0.04, 0.04, -0.01], [0.08, 0.05, 0.06], [0.00, 0.00, 0.02], [-0.05, 0.00, -0.03], [-0.01, -0.03, 0.00], [0.02, 0.01, 0.03], [0.00, -0.02, -0.01], [-0.04, -0.01, -0.02], [0.02, 0.03, -0.13], [0.03, -0.02, -0.06], [0.00, -0.03, 0.01], [0.03, -0.02, 0.02], [-0.01, -0.01, 0.00], [-0.02, 0.00, 0.03], [0.00, -0.02, 0.00], [-0.32, 0.45, 0.23], [-0.29, -0.05, 0.18], [0.15, -0.27, -0.39], [-0.13, 0.04, -0.07], [-0.11, -0.04, 0.06], [0.07, 0.06, 0.06], [-0.34, -0.39, -0.31], [0.17, 0.33, -0.03], [-0.02, -0.03, 0.50], [0.05, -0.04, -0.11], [0.19, -0.51, -0.33], [0.11, 0.04, -0.05], [-0.21, 0.80, 0.44], [0.00, 0.00, 0.03], [0.02, 0.03, -0.01], [0.01, 0.00, 0.00], [0.06, 0.08, 0.09], [0.11, 0.06, 0.08], [-0.04, 0.05, -0.14], [-0.05, -0.04, -0.06], [0.02, 0.01, -0.02], [-0.01, 0.01, -0.02], [-0.02, 0.04, 0.02], [-0.04, 0.02, 0.08], [-0.02, 0.02, -0.03], [-0.03, 0.05, -0.03], [0.19, 0.17, 0.05]],
  "mulliken_charge": [0.944, -1.018, 0.486, -1.332, -0.391, -0.344, -0.577, -0.366, 0.143, -0.488, -0.264, 0.567, -1.453, -1.228, 0.090, 0.526, -1.216, -1.102, 0.613, 0.548, -1.335, -1.270, 0.486, 0.346, 0.210, 0.274, 0.274, 0.394, 0.470, 0.653, 0.578, 0.214, 0.364, 0.464, 0.397, 0.303, 0.342, 0.478, 0.550, 0.124, 0.327, 0.467, 0.107, 0.518, 0.185, 0.462, 0.218, 0.525, 0.272, 0.151, 0.366, 0.494, 0.400, -0.798, 0.429, 0.462, 0.475, -0.895, -0.960, 0.504, -1.053, -1.198, 1.399, -2.087, 0.270, 0.445, 0.152, 0.343, 0.591, 0.413, 0.431, 0.482, 0.376, 0.469, 0.266, 0.424, 0.372, 0.397, -0.654]
}

{
  "formula": "C3H10O2S2",
  "method": "ωB97M-V with the def2-TZVPD basis set",
  "largest_force_ev_per_a": 2.24,
  "smiles": "OCCCSS.O",
  "homo_energy_ev": -8.31,
  "orbital_gap_ev": 8.6,
  "elements": ["O", "C", "C", "C", "S", "S", "H", "H", "H", "H", "H", "H", "H", "H", "O", "H", "H"],
  "xyz": [[-1.396373, 2.037016, -0.029164], [-2.123569, 1.290602, -0.984501], [-1.198748, 0.365473, -1.798136], [-0.261017, -0.434923, -0.871517], [1.341948, 0.385344, -0.599868], [1.535303, -0.050453, 1.466158], [-0.688351, 2.497135, -0.488027], [-2.572815, 2.005568, -1.688992], [-2.940972, 0.732735, -0.537025], [-0.560006, 1.001315, -2.425629], [-1.751888, -0.274214, -2.482653], [0.077530, -1.268878, -1.494251], [-0.793706, -0.831299, -0.013139], [2.857546, -0.217969, 1.374510], [-0.779894, -3.242431, 1.474096], [-0.919923, -3.463397, 2.397853], [0.118153, -2.897175, 1.555930]],
  "atomic_forces_ev_per_a": [[-0.38, -0.34, 0.55], [0.37, 0.46, -1.53], [0.47, 0.91, 0.94], [0.01, -0.92, -2.05], [-0.37, 0.25, 1.19], [0.03, 0.32, -0.58], [0.11, -0.02, 0.00], [-0.26, -0.21, 0.01], [0.17, 0.02, 0.54], [-0.14, -0.04, -0.10], [-0.13, -0.17, 0.17], [-0.39, -0.39, 0.41], [0.37, 0.21, 0.38], [0.10, -0.18, 0.10], [0.50, 0.13, 0.37], [-0.58, -0.24, 0.15], [0.10, 0.21, -0.56]],
  "mulliken_charge": [-0.495, -0.559, -0.714, -0.552, -0.100, -0.211, 0.310, 0.319, 0.358, 0.348, 0.350, 0.303, 0.481, 0.158, -0.615, 0.310, 0.308]
}

{
  "formula": "C4H7BrN",
  "method": "ωB97M-V with the def2-TZVPD basis set",
  "largest_force_ev_per_a": 4.20,
  "homo_energy_ev": [-13.12, -13.13],
  "orbital_gap_ev": [7.3, 7.3],
  "total_charge": 1,
  "elements": ["C", "C", "C", "C", "N", "Br", "H", "H", "H", "H", "H", "H", "H"],
  "xyz": [[1.053222, -1.864783, -0.253133], [0.003711, -0.819872, -0.172078], [0.249095, 1.609579, 0.795369], [-0.384424, 2.291373, -0.257713], [-0.250442, -2.061685, 0.293808], [-1.566964, 2.081397, 1.342642], [1.175203, -2.514147, -1.191254], [2.003337, -1.850748, 0.272278], [0.140703, 0.448879, 0.591726], [-0.632354, -0.255335, -0.871225], [-0.713963, 1.837033, -1.146703], [-0.151037, 3.462900, -0.330747], [-0.926085, -2.364592, 0.927030]],
  "atomic_forces_ev_per_a": [[1.45, -1.97, -2.19], [-1.67, -1.85, -1.31], [1.74, -0.63, 0.56], [1.11, 3.83, 0.22], [0.52, 4.15, -0.37], [-1.53, 0.24, 0.50], [-0.10, 1.45, 1.05], [-0.42, 0.38, 0.74], [0.68, -0.61, 0.58], [0.34, -0.34, 0.11], [-0.68, -0.58, -1.24], [-0.63, -2.75, 0.08], [-0.81, -1.32, 1.29]],
  "mulliken_charge": [-0.397, 0.381, -0.294, -0.452, -0.189, 0.204, 0.228, 0.250, 0.118, 0.258, 0.309, 0.315, 0.270]
}

{
  "formula": "C15H26MgN4OTe4",
  "method": "ωB97M-V with the def2-TZVPD basis set",
  "largest_force_ev_per_a": 2.57,
  "homo_energy_ev": -5.69,
  "orbital_gap_ev": 5.4,
  "elements": ["Mg", "C", "C", "N", "C", "C", "C", "C", "C", "C", "C", "N", "C", "C", "N", "N", "H", "H", "H", "H", "H", "H", "H", "H", "H", "H", "H", "H", "H", "H", "H", "H", "H", "H", "Te", "Te", "Te", "Te", "C", "C", "C", "O", "C", "H", "H", "H", "H", "H", "H", "H", "H"],
  "xyz": [[0.118338, -0.797247, -0.891594], [-1.327434, -0.078692, 1.638245], [-2.411103, -0.717983, 0.763580], [-1.767204, -1.656702, -0.142532], [-1.472462, -3.091648, 0.281669], [-0.167595, -3.133793, 0.924667], [0.202651, -4.125888, 1.821052], [1.551841, -4.227094, 2.247218], [2.392627, -3.223751, 1.830054], [1.931352, -2.241962, 0.949088], [2.880148, -1.222977, 0.302517], [2.206973, -0.148644, -0.367515], [2.034933, 1.042386, 0.421698], [0.912872, 0.905345, 1.406049], [-0.361039, 0.614161, 0.769282], [0.685947, -2.147272, 0.612055], [-1.810167, 0.602710, 2.335090], [-0.786604, -0.869752, 2.225591], [-3.137477, -1.184771, 1.414768], [-2.926577, 0.062792, 0.140394], [-2.412712, -1.844701, -0.900945], [-2.267368, -3.477867, 0.855535], [-1.395304, -3.664763, -0.623254], [-0.498549, -4.911697, 2.073585], [1.942612, -5.102423, 2.757135], [3.504778, -3.264914, 1.951513], [3.562754, -0.866653, 1.066053], [3.461135, -1.868170, -0.401342], [2.735700, 0.151000, -1.231575], [2.962038, 1.265281, 1.000569], [1.781248, 1.886614, -0.225086], [1.053022, 0.172883, 2.181656], [0.740308, 1.861530, 1.931429], [-0.749215, 1.437705, 0.226197], [1.667347, -5.782405, -2.594516], [2.258524, -3.192221, -2.885074], [-0.337489, -2.086789, -3.315032], [-0.231954, 0.677009, -3.232382], [-1.876124, 4.434952, -2.162495], [-0.690020, 5.090469, -1.462508], [-0.153116, 3.978545, -0.607089], [-1.273062, 3.224793, -0.199285], [-2.370047, 3.449913, -1.162752], [-1.580000, 3.861346, -3.086520], [-2.641002, 5.066900, -2.528767], [-1.071618, 5.868269, -0.804177], [0.087387, 5.465941, -2.151230], [0.373391, 4.223169, 0.293062], [0.470059, 3.271286, -1.180542], [-3.205729, 3.851647, -0.588940], [-2.597013, 2.464131, -1.674602]],
  "atomic_forces_ev_per_a": [[-0.10, 0.44, 0.16], [0.05, 0.17, -0.33], [0.47, 0.50, 0.30], [-0.78, -1.70, -1.18], [-0.26, 2.49, -0.56], [1.23, -0.44, 2.17], [0.65, -0.58, -0.19], [-0.90, 0.52, -0.70], [1.95, -0.08, -0.78], [1.33, 0.71, 0.89], [0.51, -1.81, 0.46], [0.62, 0.41, -2.45], [0.47, 0.65, 1.07], [-1.49, 1.52, 0.74], [-0.37, -0.58, -1.30], [-1.03, -0.81, -1.25], [0.00, 0.15, 0.31], [-0.50, 0.76, -0.53], [-0.45, -0.21, 0.17], [0.50, -0.67, 0.57], [0.08, 0.53, -0.36], [-0.89, -0.60, 0.95], [-0.04, -0.29, -0.68], [-0.02, 0.05, -0.03], [-0.28, 0.25, 0.22], [-1.16, -0.08, 0.28], [0.33, 0.20, 0.22], [-0.37, 0.79, 0.21], [-0.84, -0.85, 1.12], [-0.41, 0.15, -0.42], [0.29, -0.17, -0.13], [0.46, -0.49, 0.19], [0.74, -0.07, 0.12], [0.27, -0.84, 1.19], [-0.18, 0.34, 0.19], [-0.13, 0.20, -0.17], [0.18, -0.31, -0.48], [0.10, -0.21, 0.10], [1.41, -1.26, -1.63], [0.34, 0.50, -0.36], [0.23, -1.35, -0.66], [-1.64, -0.11, -0.28], [0.02, -1.66, 0.64], [0.23, 0.55, 0.85], [-0.74, 1.05, 0.01], [0.18, 0.36, -0.08], [-0.51, 0.10, 0.35], [0.41, 0.64, 0.42], [0.22, 0.48, -0.22], [-0.13, -0.34, 0.02], [-0.03, 1.02, 0.86]],
  "mulliken_charge": [1.082, -0.805, -0.709, -0.293, -1.534, 0.930, -1.063, -0.499, -0.893, 0.883, -1.422, -0.407, -0.973, -0.836, 0.093, 0.818, 0.520, 0.362, 0.417, 0.381, 0.333, 0.475, 0.332, 0.448, 0.423, 0.353, 0.452, 0.346, 0.358, 0.396, 0.360, 0.512, 0.542, 0.066, -0.483, -0.132, -0.239, -0.487, -0.674, -0.572, -0.093, -0.495, -0.080, 0.144, 0.445, 0.269, 0.345, 0.366, -0.094, 0.301, 0.030]
}

{
  "formula": "C4H6O2S2",
  "method": "ωB97M-V with the def2-TZVPD basis set",
  "largest_force_ev_per_a": 5.34,
  "spin_multiplicity": 3,
  "homo_energy_ev": [-6.99, -9.82],
  "orbital_gap_ev": [7.3, 7.3],
  "s2": 2.007,
  "elements": ["C", "C", "C", "C", "O", "O", "S", "S", "H", "H", "H", "H", "H", "H"],
  "xyz": [[0.132695, -1.508256, -1.999258], [1.318804, -1.222739, -1.542288], [-0.939462, 0.224584, 0.332310], [0.396458, 0.113189, 0.665224], [-2.397253, -1.561522, -2.547023], [1.586256, -3.837486, -2.284800], [-1.293208, -0.650524, -2.560407], [0.896569, -2.991761, -1.295193], [2.079856, -0.550609, -1.450344], [-1.002915, -0.254354, -0.885866], [-1.268751, 1.211895, 0.192993], [-1.548524, -0.244146, 0.996578], [0.779512, -0.581538, 1.314726], [1.122803, 0.767572, 0.324440]],
  "atomic_forces_ev_per_a": [[0.52, -0.08, 0.09], [-2.07, -2.75, -0.37], [-0.95, -0.66, -4.92], [2.19, 0.62, 0.76], [-2.46, -1.88, 0.21], [-0.60, 0.13, 0.50], [2.16, 1.22, -2.68], [0.88, 0.83, -0.96], [1.79, 1.54, 0.28], [-0.57, 1.57, 5.07], [-0.49, 1.55, -0.23], [-2.09, -1.68, 1.51], [0.56, -1.77, 1.54], [1.14, 1.37, -0.81]],
  "mulliken_charge": [0.030, -0.307, -0.228, -1.021, -0.404, -0.555, 0.210, 0.397, 0.559, -0.260, 0.379, 0.321, 0.444, 0.436]
}

{
  "formula": "C2H3N",
  "method": "ωB97M-V with the def2-TZVPD basis set",
  "largest_force_ev_per_a": 5.18,
  "spin_multiplicity": 2,
  "homo_energy_ev": [-20.63, -20.22],
  "orbital_gap_ev": [15.0, 7.8],
  "total_charge": 1,
  "s2": 0.753,
  "elements": ["C", "C", "N", "H", "H", "H"],
  "xyz": [[0.037007, -0.511662, -0.252810], [-0.079933, 0.796448, 0.383680], [-0.122293, 1.827978, 0.923390], [-0.765173, -1.074972, 0.223970], [1.048557, -0.818522, 0.013100], [-0.118163, -0.219272, -1.291330]],
  "atomic_forces_ev_per_a": [[-0.71, 2.32, 2.33], [0.49, -4.61, -2.31], [-0.24, 3.89, 1.96], [0.00, -0.60, -0.56], [0.34, -0.46, -0.55], [0.12, -0.54, -0.86]],
  "mulliken_charge": [-0.433, 0.391, 0.053, 0.324, 0.336, 0.329]
}